66
Properties=species:S:1:pos:R:3:forces:R:3 method="wB97M-V/def2-TZVPD" charge=-1 gap_ev="5.99 / 5.98" energy_ev=-57935.102 homo_energy_ev="-3.4795 / -3.4738" multiplicity=2 de_lowest_ev=0.000
Ag 1.450804 -1.537467 31.209859 -0.7 -0.3 -1.0
Cl 1.890369 -4.102332 30.452226 0.2 -0.2 0.3
Cl -0.195694 -0.888209 29.082519 0.0 0.2 0.2
C 0.494422 -3.339648 34.979761 0.4 -0.3 0.3
C -0.909963 -2.996799 34.481630 0.3 -0.4 1.5
C -1.852127 -3.117462 35.708403 -0.8 -0.8 0.0
C -3.029931 -2.134306 35.711036 0.1 -0.4 0.9
C -2.555697 -0.726857 35.474965 0.6 -0.2 -1.0
C -1.925072 -0.634796 34.075457 -1.0 1.7 0.8
N -0.811934 -1.589012 34.006070 -2.1 -0.9 1.3
O -0.139968 -1.491197 32.985151 1.9 0.8 -2.1
C -1.335856 0.781164 33.963316 1.2 -0.2 -0.7
C -2.922897 -0.792428 32.947397 0.3 -0.3 -1.9
C -1.358739 -3.957598 33.392692 -0.3 0.7 -0.9
H 0.547565 -4.388228 35.286143 -0.1 0.0 -0.1
H 0.718635 -2.746312 35.870965 0.0 0.1 -0.1
H 1.286088 -3.173440 34.250732 -0.3 0.0 -0.3
H -1.289083 -3.219916 36.639094 0.1 0.9 0.1
H -2.355921 -4.093210 35.690722 0.3 -0.1 -0.4
H -3.587449 -2.193695 36.652626 0.2 -0.1 0.1
H -3.722527 -2.528747 34.963863 -0.1 0.6 -0.3
H -1.704906 -0.469350 36.116446 -0.4 -0.1 0.5
H -3.321735 0.042780 35.558115 -0.1 -0.1 0.1
H -0.359149 0.776314 34.459371 -0.2 0.3 0.3
H -1.965211 1.590461 34.326940 -0.2 -0.2 0.3
H -1.085621 1.015508 32.927933 -0.2 -0.1 -0.1
H -2.443005 -0.596819 31.974841 0.5 -0.1 0.3
H -3.700633 -0.027354 32.896514 -0.3 -0.2 0.8
H -3.295258 -1.803987 32.781933 -0.4 0.1 0.5
H -2.390023 -3.711596 33.119815 -0.1 -0.3 0.1
H -1.286961 -4.991021 33.722089 0.0 0.0 0.1
H -0.796054 -3.840808 32.462392 0.3 0.0 0.2
C 5.662265 -1.689864 33.079783 0.7 -0.6 -1.1
C 4.433827 -1.356471 32.253381 -1.0 1.2 0.2
C 4.678346 -1.390253 30.745653 0.1 -1.0 0.3
O 3.526481 -1.030658 30.038771 0.6 0.6 0.3
C 3.593783 -1.351091 28.677921 0.6 -0.1 -0.9
N 3.212958 -2.062331 32.727429 1.6 -0.6 0.4
H 5.454710 -1.665235 34.145713 0.1 0.2 0.1
H 6.522408 -1.069208 32.804423 -0.2 0.4 0.3
H 6.033455 -2.687168 32.805611 -0.3 -0.2 0.3
H 4.187821 -0.292896 32.406287 0.1 -0.1 0.3
H 4.990579 -2.393487 30.416852 0.1 0.0 0.1
H 5.511321 -0.690282 30.569467 0.0 0.0 -0.2
H 4.413399 -0.813732 28.166381 -0.1 0.2 0.2
H 2.652376 -1.075895 28.209754 -0.2 -0.1 0.2
H 3.817490 -2.411626 28.520237 -0.4 -0.1 0.2
H 3.354585 -3.068686 32.598302 -0.4 0.0 -0.6
H 3.268219 -1.984425 33.743432 -0.4 0.3 0.0
C 1.742629 2.329747 29.578373 0.3 0.9 -1.0
C 2.280513 2.069798 30.972921 -1.6 -0.3 -0.2
C 2.163464 3.293701 31.871044 0.8 0.2 0.3
O 0.826974 3.709559 31.977168 -0.1 0.0 -0.4
C 0.607634 4.685840 32.952421 0.0 0.5 -0.3
N 1.444695 0.991170 31.561121 1.0 0.6 0.3
H 2.466488 2.905101 28.983500 0.2 -0.3 0.0
H 0.870567 2.989494 29.538744 -0.2 -0.3 0.5
H 1.469481 1.418717 29.045505 0.1 -0.2 0.2
H 3.321265 1.752043 30.897005 0.1 -0.1 0.2
H 2.787225 4.131406 31.518445 0.0 0.0 -0.1
H 2.534726 3.029160 32.877390 0.1 0.0 0.0
H -0.299953 5.217214 32.662018 -0.2 -0.3 0.3
H 1.378464 5.471091 32.965258 0.2 -0.3 0.0
H 0.535069 4.235710 33.947771 -0.1 0.1 0.1
H 1.517536 1.133402 32.564576 -0.4 -0.4 0.1
H 0.481556 1.149836 31.287121 -0.1 -0.2 0.0

18
Properties=species:S:1:pos:R:3:forces:R:3 method="wB97M-V/def2-TZVPD" gap_ev=10.09 energy_ev=-232960.738 homo_energy_ev=-9.9995
N -2.546234 0.785521 -0.941219 0.4 -0.1 -0.4
B -1.182767 0.330344 -0.966090 -0.1 -0.5 -0.5
O -0.558332 -0.009084 -2.151175 0.0 -0.4 0.4
O -0.446423 0.091763 0.221682 -0.9 1.4 0.1
P 0.012408 1.354898 1.047256 1.5 -0.3 0.0
O 1.395409 1.765303 0.779329 0.0 0.1 0.0
O -0.242287 0.962876 2.554361 -0.4 -0.2 -0.1
O -0.993697 2.554080 0.743941 -0.6 -0.2 -0.1
H -2.685639 1.760084 -0.721566 -0.3 -0.1 0.6
H -3.016871 0.562496 -1.806993 0.0 0.2 -0.1
H -0.140362 0.729636 -2.593264 0.1 0.0 -0.2
H 0.501324 1.295269 3.067982 0.1 0.0 0.2
H -0.506763 3.243357 0.282992 0.1 0.2 0.0
C 2.130074 -3.180128 0.165990 0.0 0.0 0.0
Br 1.981836 -1.663123 1.334483 0.2 -0.1 0.0
Br 0.406407 -3.738999 -0.487068 0.0 0.0 0.0
Br 3.360115 -2.846666 -1.275765 0.0 0.0 0.0
H 2.531804 -3.997627 0.745123 0.0 0.0 0.0

11
Properties=species:S:1:pos:R:3:forces:R:3 method="wB97M-V/def2-TZVPD" gap_ev=10.62 energy_ev=-6288.448 homo_energy_ev=-9.6614 de_lowest_ev=3.470 smiles=C#CCOC
C 0.508698 1.756324 0.200368 2.1 2.5 0.9
C 0.015861 -0.416502 0.173225 -2.6 2.2 1.8
C -0.572058 -1.537533 -0.427380 1.4 -3.1 -1.6
C -0.839832 -2.627265 -0.876565 -1.6 -1.5 -2.0
H -0.416181 1.879529 0.849209 1.4 0.1 -0.3
H 0.798231 2.841460 -0.255008 -1.2 -2.9 0.2
H 1.540271 1.566471 0.791560 -2.5 0.1 -0.6
H -0.874843 -0.246253 0.887525 1.0 1.0 -0.4
H 0.836679 -0.374576 0.842926 1.1 -1.7 0.7
H -1.266119 -3.515917 -1.518271 1.2 2.3 2.0
O 0.269293 0.674263 -0.667589 -0.3 1.0 -0.6